No. 1
12
Properties=species:S:1:pos:R:3:forces:R:3 method="wB97M-V/def2-TZVPD" de_lowest_kj_mol=203.6 lumo_energy_ha=-0.2935 total_charge=+2 orbital_gap_ev=10.931 energy_ev=-19143.2414 homo_energy_ev=-18.92
C -2.051 -0.696 0.076 -0.2 -0.2 -0.1
C 0.170 0.358 0.016 -0.2 1.0 0.2
N -3.250 -0.268 0.150 0.2 3.0 -0.1
N 1.264 0.815 0.006 1.5 -0.9 -0.2
N -0.991 0.071 -0.004 -1.6 -0.4 -0.2
Cl 4.501 -0.279 0.047 3.4 -1.7 3.5
H -2.004 -1.726 0.000 0.9 -2.3 0.1
H -4.106 -0.757 0.311 -0.3 -1.0 -0.1
H -3.330 0.742 0.069 -0.5 0.1 0.3
H 3.321 -0.468 -0.167 -3.4 0.1 -1.3
H 1.564 1.715 0.316 0.0 0.7 0.1
H 4.913 0.493 -0.820 0.2 1.7 -2.2

=====

No. 2
156
Properties=species:S:1:pos:R:3:forces:R:3 method="wB97M-V/def2-TZVPD" de_lowest_kj_mol=249.3 lumo_energy_ha=0.0175 total_charge=0 orbital_gap_ev=9.246 energy_ev=-75437.8663 smiles=COC[C@H](C)N.COC[C@H](C)N.COC[C@H](C)N.COC[C@H](C)N.COC[C@H](C)N.COC[C@H](C)N.COC[C@H](C)N.COC[C@H](C)N.OCCO.OCCO homo_energy_ev=-8.77
C 0.821 -2.912 6.243 0.8 1.2 0.1
O -0.020 -2.733 5.129 -0.1 0.4 -0.1
C 0.322 -1.600 4.320 0.7 -0.2 -0.1
C -0.993 -1.113 3.636 1.8 -0.4 -0.7
C -1.414 -2.141 2.537 0.1 1.2 -0.2
N -0.632 0.249 3.134 -0.9 -0.1 -1.8
H 0.377 -3.574 7.003 -0.1 0.3 -0.5
H 1.087 -1.904 6.703 -0.5 -1.1 -0.2
H 1.773 -3.320 5.897 0.2 -0.3 0.2
H 0.799 -0.794 4.962 -0.8 -0.7 -0.6
H 1.154 -1.854 3.519 -1.6 0.3 1.3
H -1.787 -1.012 4.381 0.2 -0.1 0.1
H -2.359 -1.846 2.084 -0.3 0.1 0.1
H -1.586 -3.134 2.963 0.5 0.1 -0.1
H -0.711 -2.102 1.662 -0.2 -0.4 1.0
H -1.397 0.870 3.409 0.3 0.0 -0.4
H -0.589 0.271 2.063 -0.1 -0.2 2.0
C -0.847 -1.556 -6.690 0.2 0.3 0.9
O -1.825 -1.828 -5.687 0.2 -0.6 -0.7
C -1.340 -1.567 -4.390 1.8 1.3 -1.0
C -0.144 -2.460 -3.974 -1.6 -1.6 0.6
C -0.883 -3.855 -3.648 2.1 1.7 0.6
N 0.510 -1.906 -2.751 -1.1 -0.4 -1.4
H -1.365 -1.307 -7.603 -0.1 0.1 -0.2
H -0.157 -2.386 -6.870 -0.2 -0.2 0.0
H -0.206 -0.714 -6.355 -0.3 -0.1 -0.3
H -1.038 -0.495 -4.436 0.0 -0.3 0.7
H -2.164 -1.698 -3.722 -0.4 0.0 0.5
H 0.563 -2.652 -4.827 -0.5 0.4 0.8
H -1.314 -4.185 -4.551 -1.2 -0.1 -1.0
H -1.599 -3.683 -2.817 0.5 -0.5 -0.6
H -0.138 -4.632 -3.464 0.0 0.1 0.7
H 1.007 -2.659 -2.312 0.4 -0.3 0.4
H 1.158 -1.194 -3.046 0.3 0.4 0.2
C 1.933 -3.344 0.665 0.3 0.6 -0.4
O 0.914 -3.945 -0.114 0.5 0.5 -1.1
C 0.437 -5.130 0.422 0.5 -1.2 2.2
C -0.711 -5.784 -0.350 0.5 -0.2 0.1
C -1.967 -5.004 -0.138 -0.6 0.9 -2.2
N -0.907 -7.168 0.137 0.2 -0.3 -0.3
H 1.555 -2.879 1.583 -0.3 -0.1 -0.1
H 2.391 -2.545 0.041 -0.3 -0.5 0.4
H 2.718 -4.048 0.972 -0.1 -0.1 -0.2
H 1.269 -5.890 0.570 -0.6 0.7 -0.3
H 0.105 -4.853 1.450 -0.1 -0.7 -0.3
H -0.440 -5.711 -1.413 0.0 -0.2 0.0
H -2.320 -5.003 0.858 -0.3 -0.1 1.1
H -2.769 -5.347 -0.827 0.3 0.0 0.5
H -1.782 -3.961 -0.451 -0.1 -0.2 0.3
H -1.692 -7.644 -0.327 0.4 0.6 0.2
H -0.098 -7.772 -0.039 -0.2 0.5 0.1
C -5.399 -1.986 2.464 0.8 -1.4 0.3
O -5.100 -0.984 1.529 0.4 0.5 0.3
C -5.514 -1.212 0.178 1.2 -0.8 1.4
C -4.426 -0.629 -0.683 0.2 0.8 -0.8
C -4.875 -0.755 -2.139 0.1 -0.6 0.0
N -3.181 -1.370 -0.430 1.1 0.4 -0.6
H -4.836 -1.801 3.439 -1.2 0.3 -1.2
H -4.968 -2.981 2.142 -0.5 0.8 0.0
H -6.495 -2.095 2.529 0.4 0.0 0.6
H -5.631 -2.290 0.059 0.3 -0.2 -0.4
H -6.461 -0.783 0.016 -1.3 0.9 -0.3
H -4.364 0.464 -0.442 0.2 -0.8 0.0
H -4.204 -0.370 -2.933 -0.1 -0.2 0.8
H -5.832 -0.254 -2.245 -0.2 0.0 -0.2
H -5.024 -1.841 -2.272 0.0 0.4 -0.5
H -2.731 -1.666 -1.320 -0.5 0.4 0.8
H -2.466 -0.801 0.053 -0.7 -0.5 -0.3
C 3.092 1.892 -5.624 0.6 -0.2 -0.1
O 3.649 1.455 -4.362 -0.7 0.4 -1.0
C 4.835 0.750 -4.545 1.4 0.2 1.4
C 5.411 0.228 -3.195 -0.6 0.3 -0.7
C 5.624 1.338 -2.158 2.4 -1.7 -0.6
N 6.707 -0.385 -3.398 1.4 0.0 -0.6
H 3.772 2.543 -6.217 -0.3 0.2 0.9
H 2.104 2.324 -5.458 0.3 0.1 0.1
H 3.011 1.055 -6.303 -0.4 -0.7 0.0
H 4.767 -0.098 -5.199 -0.5 -0.6 -0.7
H 5.607 1.407 -4.961 0.0 0.2 -0.2
H 4.753 -0.579 -2.800 0.1 0.6 -0.1
H 4.814 1.982 -2.011 -1.3 0.7 0.6
H 6.498 1.942 -2.476 -0.5 0.0 -0.1
H 6.035 0.774 -1.305 -0.7 0.6 0.3
H 7.440 0.312 -3.618 -0.7 -0.4 0.3
H 6.770 -1.046 -4.175 -0.5 0.1 0.3
C -3.514 2.152 -4.812 0.5 0.2 -2.2
O -2.971 2.965 -3.841 -0.3 -0.3 1.6
C -3.934 3.314 -2.820 -0.5 0.8 -1.2
C -3.631 4.779 -2.510 0.6 0.3 1.2
C -2.108 4.921 -2.136 -0.5 1.6 0.7
N -4.604 5.380 -1.550 0.4 -0.8 -0.8
H -2.684 1.919 -5.526 -0.7 0.1 0.5
H -4.280 2.732 -5.375 0.1 -0.5 0.1
H -3.939 1.205 -4.496 -0.1 -0.2 0.4
H -4.954 3.231 -3.279 0.6 0.1 0.6
H -3.895 2.682 -1.925 0.3 -0.1 -0.2
H -3.782 5.361 -3.428 0.1 -0.5 0.0
H -1.797 5.955 -2.449 0.1 -1.1 -0.3
H -1.497 4.113 -2.560 -0.1 0.6 0.0
H -1.931 5.021 -1.040 -0.5 -0.7 -0.5
H -4.882 6.249 -1.959 -0.3 0.5 0.4
H -4.342 5.492 -0.575 0.4 -0.2 -0.3
C 2.471 1.940 4.992 0.6 -0.7 0.5
O 2.363 3.330 4.977 0.4 0.4 0.0
C 1.043 3.747 5.162 0.3 1.5 -1.9
C 0.228 3.646 3.851 -0.5 -0.9 1.0
C 1.001 4.175 2.730 0.4 2.2 -0.3
N -1.074 4.267 3.992 -0.9 -1.8 -0.4
H 1.933 1.407 4.205 -0.2 0.2 -0.1
H 2.076 1.617 5.966 0.2 -0.5 -0.1
H 3.537 1.675 4.888 -0.4 0.1 0.2
H 0.536 3.159 5.867 -0.6 -0.8 1.5
H 1.079 4.799 5.472 0.0 -0.2 0.1
H 0.079 2.562 3.699 -0.3 0.4 -0.1
H 0.599 4.063 1.732 -0.5 0.1 -0.1
H 1.911 3.652 2.761 1.5 -0.4 -0.2
H 1.229 5.262 2.960 -0.1 -1.0 -0.6
H -1.081 5.235 4.185 0.3 1.1 0.3
H -1.578 3.767 4.714 -0.3 0.3 0.1
C 2.917 0.313 1.649 1.2 -0.1 -1.2
O 3.807 -0.311 2.564 0.0 -0.9 -0.1
C 5.100 0.238 2.648 0.4 1.2 -2.3
C 6.124 -0.673 3.305 -1.2 -0.8 1.3
C 7.527 -0.114 3.310 0.3 0.4 0.4
N 6.105 -2.038 2.751 1.0 0.4 0.3
H 2.440 1.142 2.114 -0.6 0.8 0.4
H 2.176 -0.396 1.293 -0.1 -0.2 0.2
H 3.432 0.711 0.721 -0.1 -0.5 1.0
H 5.459 0.486 1.603 -0.3 -0.3 0.6
H 5.016 1.222 3.137 0.4 -0.2 0.3
H 5.715 -0.674 4.346 0.7 -0.2 -0.1
H 7.444 0.912 3.697 0.4 -0.2 0.1
H 7.968 -0.040 2.308 -0.2 -0.2 0.1
H 8.218 -0.723 3.956 -0.7 0.6 -0.6
H 6.449 -2.725 3.438 -0.4 0.6 -0.5
H 5.181 -2.271 2.473 -0.9 -0.4 -0.1
O -5.854 1.563 2.233 0.2 3.1 0.0
C -4.778 2.526 2.392 -0.2 -0.5 -0.5
C -4.009 2.914 1.097 -0.5 0.4 0.9
O -3.234 4.130 1.166 -1.1 -0.7 -0.4
H -5.504 0.704 2.146 0.9 -1.9 -0.4
H -5.228 3.437 2.728 -0.5 0.5 0.4
H -4.108 2.183 3.182 0.3 0.0 0.0
H -4.736 3.039 0.323 -0.6 0.4 -0.5
H -3.414 2.103 0.776 1.1 -1.1 -0.3
H -2.755 4.165 1.988 0.6 -0.1 0.7
O 0.245 -0.324 -0.417 -0.6 0.2 -0.4
C 0.059 1.061 -0.684 1.0 0.2 -1.3
C 1.273 1.726 -1.412 0.1 0.0 -0.4
O 1.449 1.256 -2.739 -0.3 -0.8 -0.6
H -0.016 -0.869 -1.209 0.5 0.5 0.4
H -0.863 1.286 -1.242 0.2 -0.3 -0.3
H -0.084 1.593 0.234 0.2 0.2 0.9
H 2.236 1.554 -0.935 -0.2 -0.1 0.8
H 1.165 2.815 -1.502 -0.4 0.0 0.5
H 2.393 1.213 -2.992 -0.6 0.2 0.1

=====

No. 3
76
Properties=species:S:1:pos:R:3:forces:R:3 method="wB97M-V/def2-TZVPD" de_lowest_kj_mol=0.0 lumo_energy_ha=0.0520 total_charge=-1 orbital_gap_ev=6.647 energy_ev=-68968.7673 homo_energy_ev=-5.23
C 3.617 -0.056 -5.061 -0.2 0.2 0.2
C 2.341 -0.695 -5.588 0.0 0.4 0.0
O 1.255 -0.279 -4.787 0.1 -0.1 0.2
C 0.223 -1.247 -4.683 -0.2 0.0 -0.3
C -0.920 -0.644 -3.885 -0.4 0.6 0.4
Nb -0.679 -0.589 -1.638 0.6 -1.2 0.1
S 1.694 -1.225 -1.602 -0.3 0.5 -0.3
I -3.292 0.353 -1.631 -0.1 -0.5 0.2
O -1.219 -2.532 -1.384 0.1 0.8 -0.7
C -2.032 -3.277 -2.137 0.1 -0.5 0.2
O -1.661 -3.902 -3.104 -0.1 0.3 0.0
C -3.439 -3.335 -1.629 -0.2 0.1 0.0
C -3.708 -3.201 -0.271 0.0 0.0 -0.1
C -5.019 -3.246 0.181 0.0 0.0 -0.1
C -6.060 -3.404 -0.726 0.1 0.0 0.0
C -5.790 -3.541 -2.083 0.0 0.1 0.0
C -4.481 -3.509 -2.537 0.2 -0.1 0.2
C -0.696 -0.383 0.690 -0.5 0.5 0.4
C 0.167 -1.165 1.484 -0.2 0.1 0.0
C 0.153 -1.083 2.877 -0.1 0.1 -0.3
N -0.656 -0.279 3.568 0.0 0.1 -0.1
C -1.491 0.470 2.841 0.1 -0.2 -0.3
C -1.544 0.447 1.448 0.3 -0.2 0.3
C 0.138 1.519 -1.919 0.0 -0.5 0.4
I -1.251 3.005 -2.677 0.6 0.4 -0.3
C 0.949 2.059 -0.721 0.4 0.6 -0.3
C 0.262 3.050 0.218 -0.2 -0.2 -0.1
H 3.552 0.003 -3.974 0.1 -0.2 0.0
H 3.714 0.967 -5.427 0.1 0.0 0.0
H 4.504 -0.624 -5.338 0.0 0.0 -0.1
H 2.420 -1.786 -5.598 0.0 -0.1 0.1
H 2.154 -0.345 -6.611 0.0 -0.3 -0.1
H -0.125 -1.497 -5.698 0.0 0.0 0.0
H 0.604 -2.177 -4.247 0.1 0.0 0.1
H -0.988 0.405 -4.195 -0.2 0.0 -0.1
H -1.878 -1.086 -4.172 0.1 -0.2 0.1
H 1.541 -2.554 -1.571 -0.2 -0.1 0.0
H -2.886 -3.045 0.415 0.0 0.0 0.0
H -5.227 -3.131 1.237 0.0 0.0 0.0
H -7.082 -3.414 -0.371 0.0 0.0 0.0
H -6.602 -3.653 -2.789 0.0 0.0 0.0
H -4.242 -3.606 -3.586 0.0 0.0 0.0
H 0.861 -1.865 1.034 0.0 0.0 0.0
H 0.834 -1.699 3.455 0.0 0.0 0.0
H -2.162 1.117 3.394 0.0 0.0 0.1
H -2.269 1.087 0.959 0.0 0.0 0.0
H 0.824 1.424 -2.763 -0.1 -0.1 -0.1
H 1.363 1.224 -0.153 -0.2 -0.1 0.0
H 1.816 2.586 -1.137 0.1 -0.1 0.1
H 0.330 4.056 -0.197 0.0 0.0 0.1
H -0.800 2.838 0.324 0.0 -0.1 0.1
H 0.712 3.028 1.210 0.1 0.1 0.0
C 5.926 -2.445 2.257 0.0 0.0 0.0
C 5.783 -1.593 3.344 0.0 0.0 0.0
C 4.751 -0.665 3.366 0.0 0.0 0.0
C 3.860 -0.591 2.304 0.0 0.0 0.0
C 4.000 -1.442 1.217 0.0 0.0 0.0
C 5.035 -2.368 1.194 0.0 0.0 0.0
H 6.731 -3.169 2.239 0.0 0.0 0.0
H 6.475 -1.655 4.175 0.0 0.0 0.0
H 4.639 0.001 4.213 0.0 0.0 0.0
H 3.049 0.126 2.323 0.0 0.0 0.0
H 3.299 -1.380 0.392 0.1 0.0 0.1
H 5.147 -3.030 0.345 0.0 0.0 0.0
C -0.282 4.396 5.219 0.0 0.0 0.0
C -0.503 3.721 4.027 0.0 0.0 0.0
C -1.600 4.045 3.241 0.0 0.0 0.0
C -2.472 5.046 3.645 0.0 0.0 0.0
C -2.248 5.724 4.836 0.0 0.0 0.0
C -1.154 5.397 5.625 0.0 0.0 0.0
H 0.572 4.139 5.834 0.0 0.0 0.0
H 0.174 2.938 3.711 0.0 0.0 0.0
H -1.774 3.515 2.314 0.0 0.0 0.0
H -3.326 5.299 3.029 0.0 0.0 0.0
H -2.928 6.506 5.150 0.0 0.0 0.0
H -0.982 5.921 6.556 0.0 0.0 0.0

=====

No. 4
58
Properties=species:S:1:pos:R:3:forces:R:3 method="wB97M-V/def2-TZVPD" de_lowest_kj_mol=5.7 lumo_energy_ha=-0.0140 total_charge=0 orbital_gap_ev=6.531 energy_ev=-44483.0898 homo_energy_ev=-6.91
Cd 0.622 -0.135 -0.261 -0.1 -0.1 0.0
O 0.278 -1.796 1.242 0.0 0.0 0.0
C -0.883 -2.313 1.530 -0.1 0.0 0.0
C -0.961 -3.681 1.892 0.0 0.0 0.0
C -2.149 -4.292 2.230 0.0 0.0 0.0
C -3.342 -3.573 2.243 0.0 0.0 0.0
C -3.298 -2.235 1.910 0.0 0.0 0.0
C -2.114 -1.587 1.540 0.0 0.0 0.0
C -2.225 -0.165 1.253 0.0 0.0 0.0
N -1.333 0.533 0.667 0.0 0.1 0.0
N -1.590 1.888 0.537 0.0 0.0 0.0
C -0.497 2.548 0.235 0.0 0.0 0.0
O 0.683 2.070 0.068 0.0 0.0 0.0
C -0.661 4.024 0.036 0.0 0.0 0.0
C -1.909 4.636 0.124 0.0 0.0 0.0
C -2.034 5.999 -0.091 0.0 0.0 0.0
C -0.915 6.766 -0.395 0.0 0.0 0.0
C 0.330 6.162 -0.480 0.0 0.0 0.0
C 0.457 4.796 -0.264 0.0 0.0 0.0
H -0.036 -4.245 1.901 0.0 0.0 0.0
H -2.150 -5.343 2.495 0.0 0.0 0.0
H -4.275 -4.046 2.518 0.0 0.0 0.0
H -4.211 -1.649 1.930 0.0 0.0 0.0
H -3.134 0.345 1.579 0.0 0.0 0.0
H -2.770 4.027 0.361 0.0 0.0 0.0
H -3.008 6.468 -0.021 0.0 0.0 0.0
H -1.015 7.831 -0.561 0.0 0.0 0.0
H 1.206 6.755 -0.710 0.0 0.0 0.0
H 1.421 4.309 -0.318 0.0 0.0 0.0
C 1.130 -4.311 -2.145 0.0 0.0 0.0
C 1.088 -4.111 -3.514 0.0 0.0 0.0
C 0.853 -2.838 -4.005 0.0 0.0 0.0
C 0.664 -1.795 -3.107 0.0 0.0 0.0
N 0.725 -1.993 -1.789 0.0 0.0 0.0
C 0.946 -3.217 -1.315 0.0 0.0 0.0
C 0.394 -0.396 -3.552 0.0 0.0 0.0
C 0.037 -0.092 -4.859 0.0 0.0 0.0
C -0.178 1.233 -5.204 0.0 0.0 0.0
C -0.029 2.213 -4.239 0.0 0.0 0.0
C 0.314 1.825 -2.954 0.0 0.0 0.0
N 0.513 0.552 -2.621 0.0 0.0 0.0
H 1.302 -5.289 -1.720 0.0 0.0 0.0
H 1.239 -4.937 -4.197 0.0 0.0 0.0
H 0.834 -2.663 -5.070 0.0 0.0 0.0
H 0.961 -3.291 -0.235 0.0 0.0 0.0
H -0.091 -0.871 -5.596 0.0 0.0 0.0
H -0.463 1.491 -6.215 0.0 0.0 0.0
H -0.182 3.259 -4.463 0.0 0.0 0.0
H 0.441 2.541 -2.153 0.0 0.0 0.0
C 3.095 -3.176 2.656 0.0 0.0 0.0
C 2.990 -1.653 2.747 0.0 -0.1 0.0
C 2.969 -1.038 1.426 0.0 0.1 0.0
N 2.952 -0.552 0.384 0.0 0.0 0.0
H 3.099 -3.603 3.658 0.0 0.0 0.0
H 4.008 -3.480 2.146 0.0 0.0 0.0
H 2.234 -3.561 2.115 0.0 0.0 0.0
H 3.820 -1.219 3.306 0.0 0.0 0.0
H 2.056 -1.365 3.233 0.0 0.0 0.0

=====

No. 5
17
Properties=species:S:1:pos:R:3:forces:R:3 method="wB97M-V/def2-TZVPD" de_lowest_kj_mol=242.0 lumo_energy_ha=0.0329 total_charge=0 orbital_gap_ev=9.827 energy_ev=-9336.4794 smiles="NCCNCC=O" homo_energy_ev=-8.93
N -0.060 2.243 -1.391 -1.7 -0.5 0.3
C -0.981 1.742 -0.353 1.4 1.0 -0.2
C -0.428 0.700 0.583 2.2 0.0 0.6
N 0.127 -0.457 -0.104 -1.0 -0.8 0.0
C 0.681 -1.477 0.808 -0.4 0.7 -1.2
C 0.788 -2.760 -0.004 -0.3 -0.3 0.4
O -0.075 -3.040 -0.795 0.1 -0.1 -0.2
H 0.433 3.014 -0.984 1.0 -0.3 -0.6
H 0.372 1.520 -1.937 0.8 0.3 0.2
H -0.993 2.646 0.265 -1.4 -0.2 0.2
H -1.925 1.418 -0.791 -0.2 0.3 0.2
H 0.500 1.091 1.089 -0.9 0.3 -0.2
H -1.130 0.534 1.411 -0.3 -0.5 -0.2
H -0.557 -0.931 -0.690 -0.1 0.2 0.1
H -0.027 -1.680 1.653 0.9 0.1 -0.1
H 1.663 -1.078 1.064 0.0 -0.5 0.8
H 1.611 -3.486 0.175 0.0 0.4 0.1

=====

No. 6
14
Properties=species:S:1:pos:R:3:forces:R:3 method="wB97M-V/def2-TZVPD" de_lowest_kj_mol=0.0 lumo_energy_ha="-0.1091 / -0.2481" total_charge=+1 orbital_gap_ev="6.875 / 8.788" spin_multiplicity=3 energy_ev=-10288.8279 homo_energy_ev="-9.84 / -15.54"
C -0.957 -1.645 -0.013 -1.1 -2.6 -0.4
C -1.810 0.362 -0.023 -2.2 1.4 -0.2
C -0.439 0.444 -0.009 3.4 4.1 0.3
N -2.108 -0.919 0.022 -4.8 -0.8 0.1
N 0.045 -0.769 0.165 4.3 -0.2 1.0
O -2.796 1.233 -0.145 0.1 -0.3 0.3
O 2.359 0.640 -0.133 3.9 0.2 -0.7
H -0.760 -2.647 -0.151 -0.4 -1.8 -0.4
H 2.808 0.024 -0.833 -1.0 1.9 1.9
H 0.228 1.352 -0.007 -1.0 -1.2 -0.1
H -3.083 -1.265 0.022 1.1 0.3 0.0
H 0.981 -1.183 0.289 -0.5 1.7 0.0
H -2.761 2.137 0.238 0.8 -0.7 -0.3
H 3.156 1.231 0.231 -2.5 -2.0 -1.3